# C17H24N5O3SSn

A molecular structure, C17H24N5O3SSn (ωB97M-V with the def2-TZVPD basis set, the OMol25 dataset).

The geometry in XYZ format:
```
51
Properties=species:S:1:pos:R:3:lowdin_charge:R:1
Sn 1.5633 -1.2090 1.2905 1.305
C 3.4361 -0.7837 3.8470 -0.163
C 2.0635 -0.3685 4.3363 -0.164
N 1.0026 -1.1352 3.6417 -0.183
C 0.7832 -2.5078 4.1367 -0.115
C 1.6374 -3.5239 3.4184 -0.244
C 1.9441 -4.7386 3.9993 0.031
C 2.7186 -5.6456 3.2913 0.029
C 3.1887 -5.3029 2.0322 0.031
C 2.8500 -4.0728 1.5035 -0.243
C 3.3234 -3.6559 0.1313 -0.114
N 3.3275 -2.1908 -0.0442 -0.183
C 4.5932 -1.5090 0.3142 -0.165
C 4.7144 -1.3561 1.8163 -0.163
N 3.5466 -0.6155 2.3706 -0.160
N 2.0714 -3.2118 2.1838 -0.006
H 3.6253 -1.8337 4.0716 0.124
H 4.2070 -0.2019 4.3545 0.150
H 1.8920 0.6907 4.1338 0.137
H 2.0021 -0.5046 5.4183 0.143
H 0.1301 -0.6247 3.7386 0.127
H -0.2670 -2.7620 3.9754 0.152
H 0.9625 -2.5740 5.2122 0.144
H 1.5867 -4.9679 4.9942 0.141
H 2.9707 -6.6041 3.7254 0.140
H 3.8175 -5.9790 1.4688 0.141
H 2.6489 -4.0851 -0.6131 0.152
H 4.3125 -4.0794 -0.0575 0.144
H 3.1265 -1.9910 -1.0193 0.126
H 4.5892 -0.5299 -0.1689 0.137
H 5.4568 -2.0560 -0.0704 0.142
H 5.6440 -0.8432 2.0673 0.150
H 4.7438 -2.3316 2.3025 0.124
H 3.6924 0.3760 2.1827 0.137
N -3.3527 3.3471 -3.7151 0.121
C -4.4754 3.9669 -4.2109 -0.294
C -5.3494 3.2740 -5.0621 0.005
C -6.5095 3.8647 -5.5259 0.010
C -6.7559 5.1510 -5.1103 -0.239
C -5.9498 5.8861 -4.2748 -0.003
C -4.7928 5.2784 -3.8275 0.005
S -8.1001 6.8414 -6.5670 0.931
O -6.8833 7.2783 -7.1074 -0.090
O -8.0504 5.7493 -5.5302 -0.103
O -9.3975 7.2964 -6.8176 -0.078
H -3.0107 2.5494 -4.2242 0.103
H -2.6271 3.9425 -3.3524 0.102
H -5.1216 2.2583 -5.3572 0.126
H -7.1927 3.3301 -6.1713 0.140
H -6.2031 6.8921 -3.9660 0.139
H -4.1331 5.8222 -3.1646 0.126
```

Properties
spin multiplicity: 1
charge: +3
relative energy (zero: lowest compared OMol25 entry of this formula, charge and spin): 0.0 kcal per mole
frontier orbital gap: 6.5 eV
lowest unoccupied orbital energy: -8.130 eV
HOMO: -14.63 eV
maximum force: 0.17 eV Å⁻¹
DFT total energy: -1773.25867 hartree

***

# C17H24N6NiO11P

A molecular structure, C17H24N6NiO11P (ωB97M-V with the def2-TZVPD basis set, the OMol25 dataset).

The geometry in XYZ format:
```
60
Properties=species:S:1:pos:R:3:lowdin_charge:R:1
Ni -0.5646 1.9386 0.3480 0.724
O -3.3030 4.3616 1.9158 0.027
C -2.4529 3.4963 1.7585 -0.591
O -1.7083 3.4073 0.7095 -0.105
C -2.2025 2.5276 2.9123 -0.042
C -3.2045 2.4598 3.8535 0.057
C -3.0839 1.6437 4.9736 -0.151
C -1.9305 0.9240 5.2088 0.064
C -0.9021 1.0184 4.2993 -0.060
C -1.0000 1.7499 3.0733 -0.274
O -0.0769 1.6691 2.1928 -0.084
N 0.3211 0.2839 4.6387 -0.349
O 0.1998 -0.7324 5.3116 0.041
O 1.3857 0.7282 4.2673 0.091
N -4.1762 1.5579 5.9309 -0.367
O -5.2105 2.1548 5.6804 0.051
O -4.0268 0.8512 6.9173 0.040
H -4.0844 3.0676 3.7033 0.126
H -1.8242 0.3045 6.0849 0.126
C 3.8531 1.8436 -0.1368 -0.026
C 3.8086 0.8041 -1.2484 -0.626
C 5.1043 0.0063 -1.2863 -0.036
C 3.5449 1.4490 -2.6034 -0.035
O 2.8019 -0.1853 -0.9267 -0.162
P 1.2142 -0.0471 -1.0797 0.285
O 0.5608 -1.0692 -0.2408 -0.265
O 0.8439 1.4267 -0.9133 -0.329
O 0.9574 -0.3044 -2.6548 -0.170
C 0.8609 -1.6147 -3.2544 -0.633
C 0.9615 -1.3475 -4.7493 -0.037
C -0.4963 -2.2169 -2.9094 -0.044
C 1.9958 -2.5245 -2.8005 -0.034
H 4.6724 2.5440 -0.3154 0.085
H 4.0107 1.3552 0.8252 0.094
H 2.9183 2.3977 -0.0945 0.074
H 5.9502 0.6667 -1.4864 0.084
H 5.0588 -0.7525 -2.0689 0.077
H 5.2640 -0.4919 -0.3301 0.088
H 4.3535 2.1481 -2.8292 0.087
H 2.6041 1.9959 -2.6045 0.078
H 3.5084 0.6935 -3.3896 0.077
H 0.1695 -0.6669 -5.0642 0.085
H 0.8686 -2.2792 -5.3112 0.083
H 1.9217 -0.8891 -4.9892 0.080
H -1.2885 -1.5392 -3.2325 0.080
H -0.5725 -2.3677 -1.8334 0.063
H -0.6242 -3.1732 -3.4240 0.083
H 2.9627 -2.0875 -3.0536 0.078
H 1.9060 -3.4893 -3.3058 0.086
H 1.9607 -2.6893 -1.7249 0.081
N -3.8877 -1.7448 -1.4343 0.181
C -3.4074 -2.3874 -0.3449 -0.503
N -3.7957 -3.6713 -0.1618 0.160
N -2.5992 -1.8633 0.5403 0.149
C -2.2754 -0.6051 0.3399 -0.274
N -2.0030 0.4971 0.1308 0.191
H -4.6901 -2.1023 -1.9192 0.107
H -3.7011 -0.7571 -1.5190 0.103
H -4.1442 -4.2030 -0.9377 0.100
H -3.3070 -4.1699 0.5620 0.112
```

Properties
spin multiplicity: 3
charge: -1
<S²>: 2.004
relative energy (zero: lowest compared OMol25 entry of this formula, charge and spin): 16.9 kcal per mole
frontier orbital gap (alpha / beta): 7.4 / 7.4 eV
lowest unoccupied orbital energy (alpha / beta): 1.836 / 1.836 eV
HOMO (alpha / beta): -5.58 / -5.56 eV
maximum force: 0.57 eV Å⁻¹
DFT total energy: -3668.20658 hartree

***

# C17H24O15

5 unconnected molecules or ions with the total composition C17H24O15 in a non-equilibrium geometry (ωB97M-V with the def2-TZVPD basis set, the OMol25 dataset).

The geometry in XYZ format:
```
56
Properties=species:S:1:pos:R:3:lowdin_charge:R:1
C 4.1446 -1.3994 -2.3904 -0.035
C 3.4564 -0.9180 -3.7618 -0.019
O 2.7486 -2.0971 -4.0456 0.155
C 2.6119 -2.9379 -2.9844 -0.325
O 1.8420 -3.9357 -3.0093 0.416
O 3.5382 -2.6168 -2.0708 0.135
H 3.9507 -0.6310 -1.6420 0.147
H 5.2123 -1.5777 -2.5181 0.153
H 4.0260 -0.5045 -4.5941 0.164
H 2.8800 -0.0158 -3.5574 0.120
C 0.7698 2.7700 2.2463 -0.093
C 1.0388 2.9958 0.7716 -0.137
O 1.7656 4.2034 0.6244 0.075
C 1.8243 4.8023 1.8038 -0.497
O 2.3746 5.9516 1.9429 0.079
O 1.2937 4.0042 2.7506 0.060
H 1.3744 1.9947 2.7171 0.130
H -0.2583 2.5940 2.5628 0.131
H 0.1204 3.0862 0.1915 0.131
H 1.5409 2.1128 0.3763 0.120
C 1.8827 2.9201 -2.9724 -0.118
C 2.3689 3.7124 -4.1468 -0.114
O 3.7231 3.8745 -3.8229 0.086
C 4.1115 2.9237 -2.9480 -0.564
O 5.2163 2.7133 -2.4838 0.141
O 3.0637 2.2411 -2.5077 0.037
H 1.1519 2.1245 -3.1172 0.117
H 1.4245 3.5130 -2.1808 0.126
H 1.8640 4.5986 -4.5313 0.150
H 2.3344 2.9812 -4.9544 0.128
C -0.7792 -3.9057 -0.1485 -0.010
C -1.2182 -2.5684 -0.7334 -0.304
C -1.6473 -1.3647 0.1168 -0.034
O -0.7633 -0.3118 -0.2571 0.122
C 0.1102 -0.7464 -1.0592 -0.569
O 0.8033 0.1075 -1.6192 0.100
O -0.1535 -2.0157 -1.4296 0.076
H 0.0972 -4.3524 -0.6181 0.079
H -1.6767 -4.5157 -0.2510 0.090
H -0.5773 -3.9304 0.9224 0.085
H -1.9590 -2.9415 -1.4406 0.155
H -1.6807 -1.6817 1.1591 0.118
H -2.6169 -0.9411 -0.1450 0.145
C -4.8065 -1.5094 5.8085 -0.015
C -5.1609 -1.7558 4.4279 -0.373
C -5.0203 -0.6805 3.3418 -0.075
O -4.3714 -1.2858 2.2084 0.015
C -3.8342 -2.5119 2.6693 -0.432
O -3.0936 -3.2587 2.1065 0.149
O -4.1215 -2.5941 4.0496 0.039
H -4.4852 -0.4709 5.8883 0.100
H -4.4103 -2.2557 6.4971 0.112
H -5.8287 -1.5404 6.1857 0.094
H -6.0319 -2.3445 4.1400 0.164
H -4.3288 0.1084 3.6375 0.131
H -5.8409 -0.2162 2.7948 0.140
```

Properties
spin multiplicity: 2
charge: +1
<S²>: 0.764
frontier orbital gap (alpha / beta): 8.3 / 2.1 eV
lowest unoccupied orbital energy (alpha / beta): -4.005 / -10.185 eV
HOMO (alpha / beta): -12.26 / -12.26 eV
maximum force: 6.28 eV Å⁻¹
DFT total energy: -1790.31903 hartree

***

# C17H24O6

A single C17H24O6 molecule (ωB97M-V with the def2-TZVPD basis set, the OMol25 dataset).

The geometry in XYZ format:
```
47
Properties=species:S:1:pos:R:3:lowdin_charge:R:1
C -4.1381 -2.8456 0.0019 -0.059
C -4.3421 -1.7711 -1.0555 -0.207
O -3.2208 -0.8859 -1.1105 0.010
C -3.2200 0.1529 -0.2771 -0.461
O -4.1216 0.4353 0.4648 0.139
C -1.9163 0.9299 -0.3978 -0.110
C -2.1258 2.4139 -0.0956 -0.133
C -1.0320 3.3015 -0.6862 -0.145
C 0.3547 2.9869 -0.1310 -0.196
O 0.8110 1.8006 -0.7541 -0.053
C 1.9469 1.2078 -0.3012 -0.265
C 2.7533 1.6984 0.7221 -0.023
C 3.8734 0.9813 1.0994 -0.075
C 4.2157 -0.2112 0.4876 -0.037
C 3.4149 -0.6994 -0.5405 -0.280
O 3.6344 -1.8654 -1.2153 -0.085
C 4.7687 -2.6275 -0.8831 -0.092
C 2.2907 0.0170 -0.9318 0.057
C -0.9731 0.2759 0.6125 -0.470
O -0.6919 0.7408 1.6844 0.135
O -0.5505 -0.8997 0.1614 0.013
C 0.2816 -1.6711 1.0314 -0.204
C -0.5480 -2.4510 2.0413 -0.047
H -3.2221 -3.3958 -0.1995 0.073
H -4.0699 -2.3889 0.9865 0.078
H -4.9776 -3.5349 -0.0091 0.077
H -4.4103 -2.2086 -2.0536 0.124
H -5.2432 -1.1882 -0.8388 0.121
H -1.5069 0.7589 -1.3946 0.163
H -3.0924 2.7227 -0.4972 0.124
H -2.1590 2.5396 0.9881 0.127
H -1.0014 3.1823 -1.7709 0.122
H -1.2658 4.3431 -0.4616 0.117
H 0.2967 2.8501 0.9552 0.123
H 1.0490 3.8095 -0.3540 0.133
H 2.5189 2.6215 1.2255 0.105
H 4.4970 1.3612 1.8952 0.107
H 5.0951 -0.7410 0.8157 0.099
H 5.6941 -2.0665 -1.0487 0.096
H 4.7337 -2.9711 0.1562 0.094
H 4.7488 -3.4904 -1.5471 0.092
H 1.6682 -0.3632 -1.7247 0.138
H 0.9760 -0.9990 1.5457 0.122
H 0.8373 -2.3388 0.3708 0.126
H -1.2529 -3.1020 1.5302 0.066
H -1.0995 -1.7636 2.6783 0.080
H 0.1075 -3.0552 2.6619 0.079
```

Properties
spin multiplicity: 1
charge: 0
relative energy (zero: lowest compared OMol25 entry of this formula, charge and spin): 0.0 kcal per mole
frontier orbital gap: 9.3 eV
lowest unoccupied orbital energy: 0.812 eV
SMILES string: CCOC(=O)C(CCCOc1cccc(OC)c1)C(=O)OCC
HOMO: -8.50 eV
maximum force: 0.65 eV Å⁻¹
DFT total energy: -1113.64227 hartree

***

Repeat the first record exactly.
# C17H24N5O3SSn

A molecular structure, C17H24N5O3SSn (ωB97M-V with the def2-TZVPD basis set, the OMol25 dataset).

The geometry in XYZ format:
```
51
Properties=species:S:1:pos:R:3:lowdin_charge:R:1
Sn 1.5633 -1.2090 1.2905 1.305
C 3.4361 -0.7837 3.8470 -0.163
C 2.0635 -0.3685 4.3363 -0.164
N 1.0026 -1.1352 3.6417 -0.183
C 0.7832 -2.5078 4.1367 -0.115
C 1.6374 -3.5239 3.4184 -0.244
C 1.9441 -4.7386 3.9993 0.031
C 2.7186 -5.6456 3.2913 0.029
C 3.1887 -5.3029 2.0322 0.031
C 2.8500 -4.0728 1.5035 -0.243
C 3.3234 -3.6559 0.1313 -0.114
N 3.3275 -2.1908 -0.0442 -0.183
C 4.5932 -1.5090 0.3142 -0.165
C 4.7144 -1.3561 1.8163 -0.163
N 3.5466 -0.6155 2.3706 -0.160
N 2.0714 -3.2118 2.1838 -0.006
H 3.6253 -1.8337 4.0716 0.124
H 4.2070 -0.2019 4.3545 0.150
H 1.8920 0.6907 4.1338 0.137
H 2.0021 -0.5046 5.4183 0.143
H 0.1301 -0.6247 3.7386 0.127
H -0.2670 -2.7620 3.9754 0.152
H 0.9625 -2.5740 5.2122 0.144
H 1.5867 -4.9679 4.9942 0.141
H 2.9707 -6.6041 3.7254 0.140
H 3.8175 -5.9790 1.4688 0.141
H 2.6489 -4.0851 -0.6131 0.152
H 4.3125 -4.0794 -0.0575 0.144
H 3.1265 -1.9910 -1.0193 0.126
H 4.5892 -0.5299 -0.1689 0.137
H 5.4568 -2.0560 -0.0704 0.142
H 5.6440 -0.8432 2.0673 0.150
H 4.7438 -2.3316 2.3025 0.124
H 3.6924 0.3760 2.1827 0.137
N -3.3527 3.3471 -3.7151 0.121
C -4.4754 3.9669 -4.2109 -0.294
C -5.3494 3.2740 -5.0621 0.005
C -6.5095 3.8647 -5.5259 0.010
C -6.7559 5.1510 -5.1103 -0.239
C -5.9498 5.8861 -4.2748 -0.003
C -4.7928 5.2784 -3.8275 0.005
S -8.1001 6.8414 -6.5670 0.931
O -6.8833 7.2783 -7.1074 -0.090
O -8.0504 5.7493 -5.5302 -0.103
O -9.3975 7.2964 -6.8176 -0.078
H -3.0107 2.5494 -4.2242 0.103
H -2.6271 3.9425 -3.3524 0.102
H -5.1216 2.2583 -5.3572 0.126
H -7.1927 3.3301 -6.1713 0.140
H -6.2031 6.8921 -3.9660 0.139
H -4.1331 5.8222 -3.1646 0.126
```

Properties
spin multiplicity: 1
charge: +3
relative energy (zero: lowest compared OMol25 entry of this formula, charge and spin): 0.0 kcal per mole
frontier orbital gap: 6.5 eV
lowest unoccupied orbital energy: -8.130 eV
HOMO: -14.63 eV
maximum force: 0.17 eV Å⁻¹
DFT total energy: -1773.25867 hartree

***

> Look up the spin multiplicity of the second one.

3